No. 1
This record from OMol25 describes a molecular structure, C6H9N in a non-equilibrium geometry. The level of theory is ωB97M-V/def2-TZVPD.

Properties
Orbital gap (eV): 7.79
Energy above the lowest of the compared OMol25 structures with the same formula, charge and spin (kcal/mol): 91.5
E_HOMO (Ha): -0.255

Geometry (Å):
1 N 0.4121 -0.2918 -0.0921
2 C 0.3955 2.2833 -0.3372
3 C -1.0781 -0.8718 0.0860
4 C -1.5909 -2.0759 0.2663
5 C 1.6908 -0.8954 0.0577
6 C -1.4334 0.4690 0.1319
7 C -0.1051 0.8834 -0.0479
8 H -0.0142 2.6322 -1.2922
9 H 1.4842 2.3162 -0.3903
10 H 2.2885 -0.7409 -0.8485
11 H 0.0011 2.9858 0.4036
12 H -2.3698 1.0070 0.1740
13 H -2.4313 -2.2302 0.9331
14 H 1.6289 -1.9803 0.2009
15 H -1.1427 -2.9634 -0.1640
16 H 2.2646 -0.5270 0.9187

Here are the Löwdin charges for atoms 1 to 4, given in e: N -0.0554; C 0.0010; C -0.2478; C 0.0441


No. 2
This record from OMol25 describes a molecular structure, C33H59DyNP2Si in a non-equilibrium geometry. The level of theory is ωB97M-V/def2-TZVPD.

Properties
Orbital gap (spin up / spin down) (eV): 2.59 / 2.71
E_HOMO (spin up / spin down) (Ha): -0.279 / -0.280
Spin multiplicity: 6
Net charge: +1

Geometry (Å):
1 Dy -0.1661 1.0347 -0.1803
2 P -1.8851 -0.7466 -1.6046
3 P -0.6252 0.5123 2.5561
4 Si 0.8927 -5.3565 1.2281
5 N -0.3096 -4.0874 1.0402
6 C -1.9081 4.5974 1.2966
7 C -3.1585 -5.0041 3.1671
8 C -0.6054 -1.1187 3.3650
9 C -2.7670 3.6691 0.3987
10 C 1.6262 0.3460 -1.9229
11 C -3.8003 -5.1583 0.8397
12 C 2.3570 1.0794 0.1485
13 C 1.1963 -5.5567 3.0559
14 C -1.5848 -4.2924 1.4199
15 C -1.9659 -4.3931 2.8098
16 C 0.4319 4.5457 0.4448
17 C 1.7024 -2.2136 -1.4272
18 C 2.3415 2.8293 -1.7903
19 C -0.4448 4.2826 1.4201
20 C -3.4350 -1.2487 -0.7656
21 C 1.7145 -0.7835 -1.0510
22 C 2.4467 -1.2240 1.3611
23 C 2.5819 -4.9539 0.5197
24 C -1.1777 2.8569 -1.4043
25 C 0.4172 1.4868 3.7092
26 C -1.4060 -2.3854 -2.2412
27 C 0.3035 -6.8868 0.3142
28 C 1.4030 0.2947 -3.3891
29 C -2.6279 -4.5315 0.4624
30 C -2.2676 1.1633 3.0658
31 C 0.0197 5.1363 -0.8747
32 C 3.0349 1.9020 1.1771
33 C -4.0568 -5.4450 2.1867
34 C 2.1108 -0.3283 0.2302
35 C -2.0710 2.5800 -0.3760
36 C -0.8490 4.2663 -1.8306
37 C -2.5810 -0.0491 -3.1591
38 C 2.0647 1.5006 -1.1960
39 H -0.9993 2.1264 -2.2271
40 H -1.5503 -1.6178 3.1298
41 H 0.8114 -0.5865 -3.6636
42 H -3.2515 -0.7852 -3.6194
43 H 0.7326 2.4131 3.2126
44 H -3.1917 -1.7858 0.1607
45 H 1.7930 -2.1074 1.3789
46 H 1.5064 4.5038 0.6206
47 H -1.2504 -4.0671 3.5655
48 H 1.4441 -4.5960 3.5349
49 H -2.4127 -4.3104 -0.5887
50 H -0.3423 4.2029 -2.8073
51 H 2.3671 0.2448 -3.9206
52 H 2.9161 1.4564 2.1696
53 H 1.0353 -7.7059 0.3413
54 H 2.3599 -0.7215 2.3309
55 H -3.0550 0.7211 2.4360
56 H 2.0254 -6.2519 3.2303
57 H -3.3432 4.2860 -0.3085
58 H -0.4979 -0.9918 4.4566
59 H -0.1225 3.9599 2.4092
60 H 0.1066 -6.6434 -0.7422
61 H 4.1140 1.9801 0.9622
62 H -0.4925 6.1049 -0.7332
63 H -0.7340 -2.3241 -3.1042
64 H -2.0464 5.6347 0.9465
65 H -4.9781 -5.9528 2.4749
66 H -3.1407 0.8714 -2.9561
67 H -2.6458 1.6309 -0.3468
68 H -1.7682 0.1877 -3.8565
69 H 0.9431 5.3825 -1.4205
70 H -0.9184 -2.9547 -1.4410
71 H 3.2903 2.8452 -2.3533
72 H 2.5806 -4.7951 -0.5666
73 H 3.2145 -5.8311 0.7270
74 H -4.0483 -0.3759 -0.5251
75 H 2.4073 3.6042 -1.0196
76 H 2.6135 2.9146 1.2067
77 H 0.8686 1.1874 -3.7393
78 H -1.7800 4.8053 -2.0714
79 H 1.3978 -2.3812 -2.4680
80 H -2.4304 0.8753 4.1112
81 H 1.3173 0.9130 3.9827
82 H -2.3109 -2.9166 -2.5504
83 H 1.0381 -2.7986 -0.7716
84 H 2.7049 -2.6635 -1.3250
85 H -3.5402 3.1996 1.0247
86 H -2.3410 4.5774 2.3096
87 H -3.4052 -5.1153 4.2219
88 H 0.2216 -1.7300 2.9725
89 H 3.4892 -1.5807 1.2806
90 H -2.3115 2.2594 2.9710
91 H -3.9975 -1.9209 -1.4265
92 H 0.3072 -5.9594 3.5494
93 H -0.1716 1.7232 4.6050
94 H 3.0504 -4.0825 0.9983
95 H -0.6334 -7.2643 0.7478
96 H -4.5344 -5.3977 0.0728
97 H 1.5523 3.1258 -2.4940

Here are the Löwdin charges for atoms 1 to 4, given in e: Dy 1.3307; P 0.7786; P 0.7601; Si 0.3466


No. 3
This record from OMol25 describes C17H28N2O in the gas phase. The level of theory is ωB97M-V/def2-TZVPD.

Properties
Orbital gap (eV): 9.19
Energy above the lowest of the compared OMol25 structures with the same formula, charge and spin (kcal/mol): 56.5
E_HOMO (Ha): -0.303
Structure (SMILES): CCCCOc1ccc(CN2CCN(CC)CC2)cc1

Geometry (Å):
1 O 2.2646 -0.2445 -2.9440
2 N -2.7239 -1.0642 3.9826
3 N -0.8108 0.4717 2.5201
4 C -0.3175 1.5966 1.7451
5 C -3.2131 -2.1892 4.7606
6 C 2.9680 -0.3788 -5.2026
7 C 2.0787 0.3605 -4.2073
8 C -2.3055 -1.4438 2.6457
9 C 0.7015 1.3197 -1.9073
10 C 0.0801 1.7420 -0.7421
11 C 0.3382 1.1323 0.4733
12 C 1.2364 0.0690 0.5043
13 C -1.9075 -0.2041 1.8548
14 C -1.2313 0.8576 3.8511
15 C 1.8544 -0.3659 -0.6462
16 C -1.6248 -0.3850 4.6421
17 C 3.2147 1.5088 -6.8964
18 C 1.5974 0.2587 -1.8692
19 C 2.7583 0.0758 -6.6458
20 C -4.5842 -2.6596 4.2874
21 H 4.0107 -0.2357 -4.9144
22 H 2.7444 -1.4440 -5.1198
23 H 1.4327 -0.4176 1.4470
24 H -0.6175 2.5666 -0.7910
25 H -2.5011 -3.0348 4.7442
26 H 2.6078 2.2174 -6.3390
27 H 1.0259 0.2814 -4.5153
28 H 2.5494 -1.1907 -0.6311
29 H -2.7869 0.4592 1.7621
30 H -5.2522 -1.8071 4.2000
31 H -3.3022 -1.8500 5.7965
32 H 3.1306 1.7506 -7.9533
33 H -1.5822 -0.4952 0.8534
34 H -1.1216 2.3187 1.5113
35 H 0.4275 2.1156 2.3592
36 H -4.5259 -3.1575 3.3234
37 H -3.1350 -1.9372 2.1381
38 H -1.4467 -2.1390 2.6783
39 H 1.7015 -0.0203 -6.9055
40 H 0.4733 1.8237 -2.8335
41 H -2.0927 1.5493 3.8200
42 H 2.3528 1.4223 -4.1571
43 H -4.9993 -3.3609 5.0071
44 H -0.7411 -1.0421 4.7350
45 H -1.9446 -0.0883 5.6444
46 H -0.3998 1.3591 4.3535
47 H 4.2531 1.6344 -6.5982
48 H 3.3212 -0.5928 -7.3003

Here are the Löwdin charges for atoms 1 to 4, given in e: O -0.0456; N -0.1871; N -0.1771; C -0.1650


No. 4
This record from OMol25 describes 2 unconnected molecules or ions with the total composition C10H24NO5PS in a non-equilibrium geometry. The level of theory is ωB97M-V/def2-TZVPD.

Properties
Orbital gap (eV): 9.59
E_HOMO (Ha): -0.338

Geometry (Å):
1 S -0.4369 -4.3175 -0.6645
2 P 0.8826 1.6515 -3.3683
3 O 0.8209 1.3867 -4.8955
4 O 2.7958 3.1349 -0.6792
5 O -1.1194 -3.6464 0.4855
6 O -1.9722 -0.1303 1.9527
7 O 0.8034 4.0332 -1.5573
8 N 2.2959 2.5956 -2.8973
9 C 1.9795 3.2695 -1.5980
10 C 0.5372 4.5613 -0.2293
11 C -1.5738 -1.4310 2.4375
12 C -0.2726 -1.2235 3.3844
13 C -1.1070 2.5288 0.3454
14 C -1.8850 -0.0124 0.5245
15 C 0.0237 -5.9768 -0.1239
16 C 0.1212 3.4404 0.8472
17 C 1.2462 -3.6710 -0.7449
18 C -0.7188 1.0062 0.0465
19 H -1.2896 -2.1831 1.6350
20 H -0.6928 0.8980 -1.1001
21 H -2.8627 0.4962 0.1835
22 H -2.4046 -1.9000 3.0634
23 H 1.8136 -4.2241 -1.4952
24 H -0.6016 -1.3910 4.4622
25 H 0.2970 0.6878 0.4544
26 H 2.4185 3.3529 -3.6012
27 H -1.9220 2.5085 1.1540
28 H 0.5799 -5.9220 0.8133
29 H -0.1938 3.9809 1.7990
30 H -0.8878 -6.5549 0.0289
31 H 0.9677 0.4059 -2.6347
32 H 1.1987 -2.6198 -1.0307
33 H 0.0297 -0.1279 3.2985
34 H -1.8345 -0.9934 -0.0433
35 H 1.0134 2.7829 1.1492
36 H 0.6303 -6.4552 -0.8945
37 H 1.7269 -3.7597 0.2311
38 H 0.5741 -1.9193 3.0668
39 H -0.3668 2.2705 -3.0265
40 H -0.3926 5.2291 -0.3382
41 H 1.3658 5.2502 0.1352
42 H -1.5875 2.9879 -0.5757

Here are the Löwdin charges for atoms 1 to 4, given in e: S 0.8395; P 0.7013; O -0.4855; O 0.0912


No. 5
This record from OMol25 describes 2 unconnected molecules or ions with the total composition C2Cl4P2 in a non-equilibrium geometry. The level of theory is ωB97M-V/def2-TZVPD.

Properties
Orbital gap (spin up / spin down) (eV): 7.03 / 7.03
Energy above the lowest of the compared OMol25 structures with the same formula, charge and spin (kcal/mol): 58.6
E_HOMO (spin up / spin down) (Ha): -0.310 / -0.310

Geometry (Å):
1 Cl -4.4619 0.9386 -0.2417
2 Cl -0.3228 -2.3253 2.1162
3 Cl 1.9393 1.8582 0.2902
4 Cl 3.2920 -0.7610 -0.9649
5 P -3.0196 1.6877 -1.3924
6 P 1.6181 0.3742 -1.0049
7 C 0.7721 -0.4907 0.2458
8 C 0.1827 -1.2816 0.9517

Here are the Löwdin charges for atoms 1 to 4, given in e: Cl -0.0873; Cl 0.7132; Cl 0.2104; Cl 0.1879


No. 6
This record from OMol25 describes a molecular structure, C18H10Cl5N3O2Pt in a non-equilibrium geometry. The level of theory is ωB97M-V/def2-TZVPD.

Properties
Orbital gap (eV): 7.34
Energy above the lowest of the compared OMol25 structures with the same formula, charge and spin (kcal/mol): 0.0
E_HOMO (Ha): -0.288

Geometry (Å):
1 Pt 0.0600 0.3477 -0.8711
2 Cl -0.0317 -4.6794 4.5620
3 Cl 0.0121 -1.5735 4.6508
4 Cl 0.0323 -4.4797 -0.8352
5 Cl 0.0703 0.0810 2.0537
6 Cl -0.0269 -6.1392 1.8085
7 O 0.1141 -1.6758 -0.4767
8 O 1.3302 4.0997 -0.8538
9 N 0.0463 2.2373 -1.1708
10 N -1.9312 0.5741 -0.8669
11 N 2.0321 0.6099 -0.9040
12 C 4.6808 1.4082 -0.8093
13 C -2.8688 -0.3800 -0.8114
14 C -3.6491 2.2251 -0.8648
15 C 2.3518 1.9290 -0.9193
16 C 0.0650 -2.2700 0.6747
17 C 0.0042 -4.4224 1.8661
18 C -4.2128 -0.0892 -0.7673
19 C 0.0000 -3.7736 3.1014
20 C -1.2150 2.9076 -0.9598
21 C 0.0321 -3.6878 0.6926
22 C -4.6185 1.2391 -0.7901
23 C 1.2159 2.8880 -0.9726
24 C 4.3392 0.0580 -0.8068
25 C 0.0201 -2.3834 3.1333
26 C 0.0446 -1.6470 1.9512
27 C 3.0093 -0.2963 -0.8543
28 C -2.3127 1.8757 -0.8978
29 C 3.6707 2.3456 -0.8663
30 H -3.9186 3.2723 -0.8938
31 H -1.4237 3.6319 -1.7538
32 H -5.6675 1.4981 -0.7539
33 H 2.6935 -1.3316 -0.8505
34 H 3.8562 3.4114 -0.8680
35 H -4.9334 -0.8926 -0.7174
36 H -1.1894 3.4794 -0.0227
37 H -2.5017 -1.3979 -0.7995
38 H 5.1008 -0.7069 -0.7649
39 H 5.7193 1.7073 -0.7716

Here are the Löwdin charges for atoms 1 to 4, given in e: Pt 1.1537; Cl 0.6655; Cl 0.6791; Cl 0.7126